No. 1
Below is C11H25CaO13V2 as an isolated structure at a distorted geometry, with properties calculated with ωB97M-V/def2-TZVPD.

XYZ file:
```
52
C11H25CaO13V2 ωB97M-V/def2-TZVPD
H 2.74 3.56 3.94
H 3.36 -4.50 -3.01
C 2.42 -2.58 -3.38
C -2.56 2.70 -0.68
O -5.03 -1.52 -0.88
C 1.29 2.02 2.20
C -2.06 3.61 0.43
H 2.03 -1.89 -5.38
C -2.83 3.43 -1.96
O -3.72 -0.42 -2.33
H 1.61 -4.43 -2.66
H -1.97 4.04 -2.23
H 2.36 -3.65 -5.23
H 1.59 3.03 1.92
V -1.99 -1.13 2.80
O 2.92 -3.59 1.02
H -4.50 0.14 -2.30
C 1.61 1.73 3.69
H 0.24 1.87 1.94
C -0.02 -1.04 0.91
H -1.52 1.07 -0.30
H 3.75 2.13 3.74
H -1.26 4.24 0.06
C -3.98 -1.45 -1.45
H 0.81 -2.94 -4.73
H 0.72 2.06 4.25
H -1.74 3.04 1.30
O 1.87 0.35 3.88
O 1.90 -3.26 3.36
V 1.74 -2.92 1.82
O 0.08 -1.32 2.18
H -2.95 2.72 -2.78
O -2.42 0.40 2.92
O -2.95 -2.23 -1.28
C 1.89 -2.78 -4.78
Ca -0.73 -2.05 -1.65
O 1.47 -1.71 -2.69
H 2.91 2.40 5.26
H -2.86 4.31 0.70
O -1.18 -0.83 0.47
O 0.87 -1.57 0.12
C 2.56 -3.88 -2.62
H -3.74 4.03 -1.88
H 1.85 -1.44 -1.84
H 1.17 -0.14 3.43
H 3.38 -2.06 -3.41
O -1.70 -1.57 4.28
H -3.44 2.12 -0.38
H 2.84 -3.68 -1.58
C 2.81 2.50 4.18
H 1.92 1.38 1.56
O -1.54 1.71 -1.01
```

Charge: +1
F_max (eV/A): 3.984
ΔE to the lowest compared entry with this formula, charge and spin (eV): 0.0000

Here are the Löwdin charges for atoms 1 to 5, given in e: 0.08, 0.10, -0.44, -0.48, 0.08



No. 2
Below is C11H25Cl2N3O2PTb as an isolated structure at a distorted geometry, with properties calculated with ωB97M-V/def2-TZVPD.

XYZ file:
```
45
C11H25Cl2N3O2PTb ωB97M-V/def2-TZVPD
C -0.76 -4.05 -0.56
H 0.34 2.64 -3.03
H -0.15 -0.33 4.07
H -0.49 0.17 2.40
H 3.60 2.70 -0.51
H -1.91 -4.58 2.30
P 2.02 1.44 -1.77
H 0.21 -3.98 -1.07
C 2.13 0.09 -2.93
H 0.17 -1.88 -0.64
H -1.12 -5.09 -0.72
C -0.30 -2.44 1.30
H 2.59 -0.79 -2.46
H -1.55 -2.18 4.40
H -3.24 5.96 -2.66
Cl -3.63 3.15 -2.03
C -3.54 5.84 -1.61
H 0.16 -2.64 4.58
C 1.36 2.84 -2.66
C -3.03 4.54 -1.10
H 4.08 0.99 -0.67
H 2.75 0.44 -3.75
H -4.64 5.84 -1.58
H 4.21 2.09 -2.09
N -0.39 -2.00 2.59
C -0.98 -4.82 1.78
H 2.03 3.03 -3.49
O -2.27 4.37 -0.14
H -0.96 -3.73 3.82
O 2.63 1.22 2.33
H 1.13 -0.19 -3.30
H 1.31 3.73 -2.01
C 3.62 1.84 -1.20
C -0.70 -2.66 3.90
H -1.19 -5.76 1.24
H -0.14 -5.05 2.44
N 0.09 -1.53 0.35
N -0.61 -3.68 0.90
Tb 0.11 0.74 0.01
Cl -1.27 0.52 -1.76
C 1.78 1.09 1.42
H 1.14 -0.57 2.94
H -1.50 -3.40 -1.02
H -3.15 6.67 -1.01
C 0.06 -0.59 3.01
```

Charge: +2
2S+1: 7
F_max (eV/A): 16.403
ΔE to the lowest compared entry with this formula, charge and spin (eV): 5.1404
Expectation value of S²: 12.10

Here are the Löwdin charges for atoms 1 to 5, given in e: 0.00, 0.04, 0.12, 0.06, 0.07



No. 3
Below is C11H25ClNO6P2V as an isolated structure at a distorted geometry, with properties calculated with ωB97M-V/def2-TZVPD.

XYZ file:
```
47
C11H25ClNO6P2V ωB97M-V/def2-TZVPD
H 2.09 -2.35 1.79
P 0.64 -2.47 -0.08
H -1.75 1.81 2.83
H 4.20 -0.40 1.37
H 2.59 0.04 -4.31
H 0.53 3.39 -2.85
H 2.22 3.48 1.22
H 0.55 -4.73 0.20
H -2.95 2.84 1.97
O -4.92 -2.63 -0.39
O -3.03 -3.12 1.05
Cl -3.72 -2.11 0.25
H -3.42 1.56 -1.22
H -0.45 3.05 1.72
V -0.76 -0.55 0.84
C 3.41 1.65 1.37
H -1.05 -3.98 0.66
O 1.07 4.02 -3.36
C 1.02 1.72 0.96
C -2.66 2.27 -0.86
C 3.34 0.26 1.27
C 0.04 -3.91 0.72
H 4.34 2.13 1.64
C 2.06 -1.82 0.82
C -2.52 1.84 2.05
H -2.04 2.53 -1.71
N 0.99 0.36 0.95
P -1.78 1.41 0.46
O -4.01 -0.94 1.09
H -3.17 3.18 -0.50
H -0.90 -0.99 2.32
H 0.37 -3.85 1.76
C 2.23 2.38 1.17
H -0.56 -1.62 -0.40
H 1.21 0.26 -3.69
H -0.19 3.24 0.05
H 1.99 -3.49 -1.64
H -3.27 1.05 2.23
O 1.81 -0.44 -4.02
C 2.14 -0.33 1.01
C -0.28 2.47 0.79
H 1.48 4.53 -2.64
O -2.74 -1.65 -0.77
C 1.15 -2.79 -1.75
H 1.47 -1.89 -2.31
H 2.91 -2.16 0.20
H 0.31 -3.27 -2.26
```

Charge: 0
DFT total energy (Ha): -3026.79040
2S+1: 3
F_max (eV/A): 3.932
Expectation value of S²: 2.09

Here are the natural (NBO) charges for atoms 1 to 5, given in e: 0.28, 1.30, 0.25, 0.23, 0.48



No. 4
Below is a 2-piece molecular cluster, C11H25IN5O9P3 overall at a distorted geometry, with properties calculated with ωB97M-V/def2-TZVPD.

XYZ file:
```
54
C11H25IN5O9P3 ωB97M-V/def2-TZVPD
H 2.37 0.58 1.70
H 3.84 -2.01 -3.32
N -0.78 -1.89 -1.21
O -2.06 -2.96 1.01
P 3.02 3.10 0.76
H -3.68 -0.95 2.68
O 3.58 2.93 -0.59
H -1.11 -0.16 2.95
O 2.35 4.54 0.90
H -1.64 -0.95 1.37
C -2.01 0.14 3.46
H -1.00 1.44 1.81
C 1.24 -1.79 0.97
H 0.55 3.22 -0.64
H 4.97 2.73 1.38
P -1.05 -3.48 2.10
H 0.84 -1.18 -4.46
P 1.55 1.70 1.51
H 0.18 0.77 -3.00
O 2.01 -2.62 1.03
H 2.59 5.01 0.09
H 2.57 -1.04 -2.01
C 0.30 1.36 0.10
N 0.59 2.27 -0.99
H -0.17 2.23 -1.67
O 0.14 -4.18 1.39
C -3.13 -0.05 2.43
O 3.23 -1.55 -3.89
H -1.89 1.19 3.75
C -0.60 -0.48 -1.37
N -2.16 0.77 0.20
O -0.52 -2.24 2.90
I -4.61 1.54 2.47
H -2.12 -0.50 4.32
C 2.33 -0.81 -3.05
N 0.44 -0.03 -0.37
C 0.91 -1.21 -3.37
O 4.19 3.05 1.86
H -1.25 -2.28 -2.00
O -1.80 -4.43 3.06
H 0.74 -2.24 -3.08
H -1.21 -2.22 -0.28
H -1.07 -0.40 -3.42
H -1.33 2.64 0.58
N 0.41 -0.87 0.91
H 2.49 0.25 -3.27
C -1.94 0.33 -1.15
C -1.09 1.58 0.74
H -3.15 -1.01 0.54
H -2.72 -0.36 -1.45
H 1.37 -0.07 -0.79
C -0.16 -0.26 -2.84
H -2.02 1.19 -1.83
C -2.50 -0.34 1.09
```

Charge: -2
DFT total energy (Ha): -2706.81546
F_max (eV/A): 2.726

Here are the natural (NBO) charges for atoms 1 to 5, given in e: 0.05, 0.47, -0.92, -1.30, 2.05



No. 5
Below is C11H25N2O8S2 as an isolated structure, with properties calculated with ωB97M-V/def2-TZVPD.

XYZ file:
```
48
C11H25N2O8S2 ωB97M-V/def2-TZVPD
O -3.14 3.95 2.71
H 2.33 1.22 -1.65
C 6.45 -1.87 -0.24
H -5.34 2.85 3.85
C -3.74 -1.78 -1.75
H -3.71 -2.53 0.33
H -5.29 4.59 4.16
O 2.45 -0.54 0.22
S -1.01 -0.30 -1.33
C -5.46 3.83 3.39
C 6.93 -0.80 0.72
H 4.77 -2.23 0.69
C -4.72 2.95 1.16
H 1.51 0.16 -2.81
C 1.58 0.44 -1.76
H 6.44 0.15 0.49
H 2.36 -2.66 -0.88
H 0.29 1.34 -0.25
H 1.13 -2.14 -1.90
H 6.67 -1.57 -1.26
O -0.96 -1.03 -0.08
H -6.50 3.92 3.05
H -0.11 1.77 -1.94
H -3.17 -1.95 -2.66
O 5.03 -1.98 -0.20
H -2.97 3.05 3.03
O -4.11 -0.08 0.15
N -2.31 0.59 -1.51
H 6.75 -3.97 -0.66
O -2.72 -3.77 -0.91
H 6.86 -3.55 1.05
H -4.01 3.08 0.34
H -4.81 -1.94 -1.96
C 7.11 -3.22 0.04
C 2.07 -0.72 -0.91
C -4.48 3.99 2.24
H -5.73 3.02 0.75
N 2.07 -1.96 -1.55
C -3.34 -2.76 -0.68
H 6.67 -1.07 1.75
H -4.59 5.00 1.82
O -4.69 0.60 -2.14
S -3.75 -0.05 -1.26
O -0.71 -1.11 -2.51
C 0.24 0.98 -1.28
H 8.01 -0.66 0.66
H 8.20 -3.15 -0.03
H -4.58 1.94 1.54
```

Charge: -1
F_max (eV/A): 0.834
ΔE to the lowest compared entry with this formula, charge and spin (eV): 0.0000

Here are the natural (NBO) charges for atoms 1 to 5, given in e: -0.73, 0.23, 0.10, 0.20, -0.81



No. 6
Below is a 2-piece molecular cluster, C11H25N3O3S overall at a distorted geometry, with properties calculated with ωB97M-V/def2-TZVPD.

XYZ file:
```
43
C11H25N3O3S ωB97M-V/def2-TZVPD
H 4.49 -3.40 -1.42
H 1.31 0.05 -0.87
H -4.50 5.29 0.55
C -3.76 0.79 -0.91
C -3.57 5.20 -0.03
H -2.84 5.91 0.36
C -1.97 3.40 -0.58
N -3.05 3.84 0.07
H -1.77 1.67 0.65
C -1.54 -1.32 1.06
H -2.14 0.75 -2.11
C 4.36 -3.30 0.74
H -4.05 -1.01 -2.01
H -1.67 -1.93 1.95
C 0.27 0.13 -0.58
N 3.22 -2.38 0.71
C -1.61 1.91 -0.40
H 0.08 1.91 -1.75
H -4.56 0.48 -2.86
H 5.09 -2.90 3.94
H -3.59 3.15 0.58
O 4.55 -3.18 3.18
H 2.53 -2.69 0.03
H -5.55 -0.17 -1.53
H 6.15 -3.61 1.93
H 5.59 -1.93 1.88
H -2.29 -0.53 1.06
S 0.13 -0.60 1.08
C -4.53 -0.04 -1.90
H 2.81 -2.32 1.64
H 5.50 -2.13 -0.69
C -0.13 1.61 -0.72
C 5.14 -3.15 -0.57
H -3.77 5.44 -1.07
H 0.50 2.21 -0.07
N -2.49 1.08 -1.22
O -1.33 4.12 -1.35
C 5.26 -2.97 1.95
H -1.66 -1.94 0.17
H 6.00 -3.83 -0.58
H 4.00 -4.33 0.83
H -0.31 -0.47 -1.28
O -4.28 1.17 0.13
```

Charge: 0
DFT total energy (Ha): -1222.34346
F_max (eV/A): 1.373
SMILES: CNC(=O)[C@H](CCSC)NC(C)=O.C[C@H](N)CO

Here are the natural (NBO) charges for atoms 1 to 5, given in e: 0.21, 0.24, 0.21, 0.69, -0.41



No. 7
Below is a 2-piece molecular cluster, C11H25N3O4PS2 overall at a distorted geometry, with properties calculated with ωB97M-V/def2-TZVPD.

XYZ file:
```
46
C11H25N3O4PS2 ωB97M-V/def2-TZVPD
N 1.84 -2.85 -0.67
C 2.42 2.65 4.07
H 0.42 1.14 -3.88
H 0.63 -0.49 -1.10
H 2.65 0.74 5.00
H -1.79 0.84 -2.75
S -0.51 1.36 3.61
H 2.33 -0.76 -4.70
C 2.53 -2.67 -1.99
P 2.62 -0.10 -3.45
H 1.86 3.13 3.26
H 3.49 2.74 3.83
C -1.42 0.05 -2.01
C -1.74 0.64 -0.53
H 3.60 0.95 -3.65
C -4.43 -0.29 -1.16
H 3.27 -3.55 -2.07
O -0.33 0.50 2.46
H -1.58 -0.20 0.23
H 1.24 1.68 -2.26
H 0.81 -2.87 -0.80
H -5.45 -1.60 -4.03
H 3.31 -0.71 -1.11
C 3.29 -1.25 -2.12
H -2.78 0.94 4.03
N -5.44 -2.14 -1.77
H 2.22 3.22 4.98
H 2.19 0.64 3.31
H 4.38 -1.49 -2.39
H -1.97 -0.95 -2.13
N -4.96 -1.51 -0.65
H -1.06 1.52 -0.26
C 0.15 -0.28 -2.12
C 2.03 1.20 4.23
O -0.67 2.78 3.47
O 0.67 1.07 4.67
C -1.85 0.74 4.58
H -1.73 -0.33 4.72
O -4.57 -0.15 -2.56
H 2.00 -2.04 -0.05
H 1.74 -2.86 -2.81
S -3.56 1.12 -0.37
C -5.21 -1.35 -2.94
C 1.00 0.79 -2.95
H -1.87 1.27 5.53
H 0.22 -1.28 -2.70
```

Charge: +1
F_max (eV/A): 6.038
ΔE to the lowest compared entry with this formula, charge and spin (eV): 3.0788

Here are the natural (NBO) charges for atoms 1 to 5, given in e: -0.81, -0.64, 0.28, 0.23, 0.20



No. 8
Below is a 2-piece molecular cluster, C11H25N4O2 overall at a distorted geometry, with properties calculated with ωB97M-V/def2-TZVPD.

XYZ file:
```
42
C11H25N4O2 ωB97M-V/def2-TZVPD
H 0.73 -0.75 -2.83
H -3.12 -0.28 0.93
N 2.75 -2.13 -0.47
N -1.82 -1.28 -1.92
H -1.42 -2.16 -2.21
H 0.86 -3.87 -0.39
C -1.39 0.47 -0.29
H -0.16 0.75 -2.92
C 1.04 -3.54 0.63
C -0.79 3.51 2.22
H -0.19 -1.22 -0.66
H 2.41 1.12 0.36
H -2.55 4.16 1.44
H -0.88 0.43 0.66
H 2.29 0.89 -2.20
H 2.11 -2.32 -1.23
H 3.77 -0.66 0.52
O -0.48 2.79 1.27
C 0.34 0.07 -2.22
H 0.22 -2.89 0.95
H 0.87 3.13 3.32
H 1.15 1.89 -1.36
H 3.79 -0.44 -1.21
C -2.73 -1.50 -0.76
H 1.09 -4.38 1.30
H -3.56 0.51 -0.58
N -1.95 4.22 2.24
C 2.32 -2.73 0.71
C -0.70 -0.48 -1.28
H -2.16 -2.12 -0.08
H -3.64 -2.05 -0.96
H -2.22 4.82 3.00
O 2.91 -2.60 1.77
N 0.01 3.64 3.31
C 2.00 0.27 -0.19
H 1.23 -0.15 0.45
C -2.81 -0.12 -0.10
H -0.22 4.23 4.10
C 1.45 0.85 -1.51
H -1.47 1.47 -0.71
C 3.15 -0.72 -0.37
H -2.23 -0.83 -2.74
```

Charge: +1
F_max (eV/A): 1.345
ΔE to the lowest compared entry with this formula, charge and spin (eV): 0.0000

Here are the natural (NBO) charges for atoms 1 to 5, given in e: 0.21, 0.25, -0.62, -0.50, 0.43